Entry 1:
# C4H3BrClNS

A structure of composition C4H3BrClNS (ωB97M-V/def2-TZVPD, OMol25).

As for the LUMO energy (spin up / spin down): -0.0421 / -0.0421 Ha. The calculation puts the HOMO-LUMO gap (spin up / spin down) at 7.27 / 7.27 eV. As for the HOMO energy (spin up / spin down): -8.418 / -8.417 eV.

The geometry in XYZ format:
```
11
Properties=species:S:1:pos:R:3:forces:R:3
C 0.0607 -0.1393 0.0219 -1.24 -1.00 -1.69
C -0.9892 -0.8923 -0.3979 0.34 -0.24 0.50
C -0.9681 -1.2801 -1.7774 2.37 1.57 -1.46
C 2.6356 -0.5961 -0.9770 -1.26 -0.23 0.35
N 0.1152 -0.8492 -2.4452 -2.97 -1.88 0.12
S 0.9909 0.1258 -1.5196 -0.21 0.41 2.26
Cl -2.2438 -1.6643 0.4873 -0.06 0.35 0.63
Br 2.7725 0.9847 0.2337 1.33 0.46 0.47
H 0.2761 0.1492 1.0390 0.21 0.26 -0.35
H -1.8266 -1.7774 -2.2316 0.58 -0.09 -0.17
H 3.1751 -0.2930 -1.8512 0.90 0.40 -0.67
```
Positions in Å, forces in eV/Å.

=====

Entry 2:
# C4H3BrF3I

An isolated molecule of C4H3BrF3I (ωB97M-V/def2-TZVPD, OMol25).

As for the SMILES: C=C[C@@](F)(Br)C(F)(F)I. As for the LUMO energy: -0.0317 Ha. The calculation puts the HOMO-LUMO gap at 9.28 eV. As for the HOMO energy: -10.142 eV.

The geometry in XYZ format:
```
12
Properties=species:S:1:pos:R:3:forces:R:3
C -0.9667 -1.2841 -1.4543 0.09 2.46 1.70
C -0.5330 -0.2282 -0.7587 0.08 0.72 0.21
C 0.5031 -0.2016 0.3264 0.91 -1.95 -2.14
F 0.4127 -1.2560 1.1354 -0.42 -0.70 1.03
Br 2.3163 -0.4296 -0.5081 -0.12 0.14 -0.13
C 0.6086 1.0358 1.0947 -1.90 4.42 -0.30
F 1.6051 1.1452 1.8998 1.29 -0.59 1.12
F 0.7341 2.1258 0.1992 -0.25 -1.47 0.68
I -1.2156 1.6365 2.2977 0.73 -0.71 -0.67
H -1.8226 -1.0557 -1.9995 -1.16 0.05 -1.46
H -0.7229 -2.2846 -1.3301 0.86 -1.55 0.29
H -0.9190 0.7964 -0.9025 -0.12 -0.81 -0.34
```
Positions in Å, forces in eV/Å.

=====

Entry 3:
# C4H3BrN2O3S

A cluster of 2 separate species, C4H3BrN2O3S in total (ωB97M-V/def2-TZVPD, OMol25).

As for the LUMO energy (spin up / spin down): -0.0503 / -0.0502 Ha. The calculation puts the HOMO-LUMO gap (spin up / spin down) at 6.30 / 6.32 eV. As for the HOMO energy (spin up / spin down): -7.672 / -7.687 eV.

The geometry in XYZ format:
```
14
Properties=species:S:1:pos:R:3:forces:R:3
C 1.2288 -0.0780 -0.0191 -0.43 0.89 -2.11
C 0.5555 -0.8155 -0.9701 0.89 -0.49 0.78
C 1.1579 -1.5349 -2.1020 -2.91 -1.12 0.12
C -0.7759 -0.3363 1.0395 -1.87 0.54 -0.04
N 0.4364 0.1979 1.0402 2.25 1.98 1.77
N -1.8262 1.8115 0.6910 0.78 -0.99 0.27
O 0.5690 -2.4208 -2.7038 0.49 0.90 0.56
O -2.4922 2.2438 1.6241 0.37 0.32 -0.94
O -1.2408 2.4933 -0.1590 -0.69 -0.12 0.80
S -1.0470 -1.3068 -0.4116 0.86 0.84 1.14
Br -1.6300 -0.5167 2.7111 -0.01 -0.27 -0.59
H 2.1293 0.5749 -0.1195 -0.59 -1.27 -0.07
H 2.1315 -1.2676 -2.3341 2.31 0.65 -0.61
H 0.8037 0.9550 1.7133 -1.44 -1.86 -1.08
```
Positions in Å, forces in eV/Å.

=====

Entry 4:
# C4H3Cl3O3

An isolated molecule of C4H3Cl3O3 (ωB97M-V/def2-TZVPD, OMol25).

As for the LUMO energy: 0.0104 Ha. The calculation puts the HOMO-LUMO gap at 9.53 eV. As for the HOMO energy: -9.251 eV.

The geometry in XYZ format:
```
13
Properties=species:S:1:pos:R:3:forces:R:3
C 2.1587 0.3804 -0.0484 0.52 -3.81 -4.79
C 0.0984 0.5645 0.8888 -2.36 -2.21 1.43
C 0.7138 -0.9666 -0.9031 2.07 1.84 -0.29
C -0.3915 -0.1182 -0.4752 -1.23 1.09 2.63
O 3.2753 0.4261 -0.4434 -1.33 0.36 1.12
O 1.4388 0.9094 0.8207 0.17 2.79 1.80
O 0.9417 -1.1146 -2.2382 -1.07 -0.79 -0.92
Cl 0.7786 -2.4025 0.0487 0.48 -1.02 0.34
Cl -0.8628 1.0992 -1.6691 0.22 -0.23 0.24
Cl -1.9328 -0.9491 0.1914 0.40 0.35 -0.90
H -0.5974 1.4337 1.1035 1.32 -0.93 -0.08
H 0.0945 -0.2612 1.7524 -0.63 1.89 -1.93
H 0.1466 -1.4726 -2.7594 1.44 0.65 1.35
```
Positions in Å, forces in eV/Å.

=====

Entry 5:
# C4H3ClN2O

An isolated molecule of C4H3ClN2O (ωB97M-V/def2-TZVPD, OMol25).

As for the SMILES: [H]/N=c1/cc(Cl)ocn1. As for the LUMO energy: 0.0017 Ha. The calculation puts the HOMO-LUMO gap at 9.31 eV. As for the HOMO energy: -9.260 eV.

The geometry in XYZ format:
```
11
Properties=species:S:1:pos:R:3:forces:R:3
H -1.9158 2.0914 0.9998 1.96 -0.27 -1.68
N -0.9958 2.1239 0.4090 -0.08 -1.65 1.31
C -0.4809 0.9259 0.3308 0.98 2.63 -0.48
C 0.9104 0.6206 -0.2532 -1.64 0.13 0.19
C 1.1956 -0.6386 -0.6053 2.04 2.36 -1.21
Cl 2.5268 -1.1777 -1.6873 -0.99 0.69 1.27
O 0.4512 -1.6316 -0.2734 -2.93 -2.24 0.46
C -0.7824 -1.3465 0.3106 1.21 4.37 1.18
N -1.2036 -0.1635 0.7166 0.18 -4.96 -1.08
H 1.5537 1.4324 -0.4610 0.46 0.60 -0.37
H -1.2591 -2.2363 0.5134 -1.20 -1.67 0.42
```
Positions in Å, forces in eV/Å.

=====

Entry 6:
# C4H3ClN2S

An isolated molecule of C4H3ClN2S (ωB97M-V/def2-TZVPD, OMol25).

As for the SMILES: N#C/C=C(\Cl)C(N)=S. As for the LUMO energy: -0.0486 Ha. The calculation puts the HOMO-LUMO gap at 7.75 eV. As for the HOMO energy: -9.072 eV.

The geometry in XYZ format:
```
11
Properties=species:S:1:pos:R:3:forces:R:3
N -2.6961 -1.0474 -2.2383 1.09 1.30 1.54
C -2.0618 -0.4259 -1.4785 -0.21 -1.07 -1.37
C -1.2130 0.2792 -0.5469 0.75 -1.32 -0.59
C 0.0298 -0.1115 -0.1812 -1.25 0.05 -0.88
Cl 0.8611 -1.3402 -1.0415 -0.04 -0.50 -0.19
C 0.7266 0.4376 0.9786 -0.57 2.18 1.20
N 1.6251 -0.3272 1.5759 1.15 -1.32 -0.60
S 0.3414 1.9512 1.6483 0.15 -1.20 -0.76
H -1.6094 1.1573 -0.1353 -0.51 0.95 0.91
H 2.0649 0.1153 2.3738 0.15 -0.38 -0.15
H 2.0500 -1.1617 1.0991 -0.71 1.31 0.89
```
Positions in Å, forces in eV/Å.

=====

Entry 7:
# C4H3ClO2

A structure of composition C4H3ClO2 (ωB97M-V/def2-TZVPD, OMol25).

Its expectation value of S² is 2.02. As for the LUMO energy (spin up / spin down): 0.0304 / -0.1540 Ha. The calculation puts the HOMO-LUMO gap (spin up / spin down) at 7.10 / 6.44 eV. As for the multiplicity: 3. As for the HOMO energy (spin up / spin down): -6.273 / -10.629 eV.

The geometry in XYZ format:
```
10
Properties=species:S:1:pos:R:3:forces:R:3
C -1.3961 1.3253 -1.8155 -1.75 3.99 -9.55
C -1.1181 0.9306 -0.7346 -0.20 -3.61 7.19
C 1.5404 -0.9093 1.4797 0.59 -0.78 0.89
C -0.2582 0.4844 1.0609 3.21 3.09 -0.75
O 0.8853 -1.7383 2.0591 0.44 0.62 -0.54
O 1.0822 0.1942 0.8837 0.05 0.17 -0.07
Cl -0.5210 1.8107 2.1139 0.14 1.64 0.55
H -1.5802 1.7721 -2.8173 0.54 -0.55 1.32
H 2.6499 -0.8942 1.4108 -0.48 -0.30 -0.13
H -0.7975 -0.1839 1.5363 -2.54 -4.27 1.09
```
Positions in Å, forces in eV/Å.

=====

Entry 8:
# C4H3ClO2S

A structure of composition C4H3ClO2S (ωB97M-V/def2-TZVPD, OMol25).

As for the LUMO energy: -0.0488 Ha. The calculation puts the HOMO-LUMO gap at 8.14 eV. As for the HOMO energy: -9.471 eV.

The geometry in XYZ format:
```
11
Properties=species:S:1:pos:R:3:forces:R:3
C 0.2866 -0.3167 -0.0235 -1.06 1.92 -1.52
C -0.8447 -1.1047 -0.3573 -5.68 -4.33 -1.55
C 0.1727 0.3734 1.3302 2.29 1.65 1.11
C 0.3303 1.0023 -0.9480 1.26 5.08 -1.58
H -0.5630 -2.2313 -1.0721 -1.06 3.83 2.19
H 0.2140 -0.4060 2.1777 -0.53 1.45 -0.55
H 1.3880 1.5394 -0.8495 -1.38 -1.78 -0.20
O 0.3558 1.5966 1.3912 -1.09 -3.50 0.68
O -0.4752 1.7589 -1.5204 1.51 -4.24 2.01
S -2.4880 -0.8057 0.1018 4.17 -0.49 -0.99
Cl 1.6235 -1.4061 -0.2301 1.57 0.42 0.40
```
Positions in Å, forces in eV/Å.

=====

Summary of ΔE to the lowest compared entry with this formula, charge and spin in kcal/mol
80.0; 0.0; 28.7; 53.3; 42.8; 14.0; 40.9; 88.4
(order as listed above)